ORCA calculation (wB97M-V/def2-TZVPD) on a cluster of 5 separate species, C28H45Br2IN2O14PS4 in total in a non-equilibrium geometry.

```
97
C28H45Br2IN2O14PS4, DFT wB97M-V/def2-TZVPD
C 6.056 -0.126 0.674
C 5.278 0.610 1.914
O 5.439 0.049 3.144
O 4.396 1.783 1.833
C 4.338 2.355 0.480
O 5.350 2.888 -0.210
C 2.828 2.392 -0.239
C 1.781 1.420 0.567
C 0.624 1.835 1.662
C 0.377 3.412 2.038
C -0.557 3.644 3.375
O -1.878 3.893 3.353
I 0.506 3.469 5.321
N -0.033 0.561 2.143
O -1.016 0.471 3.085
C 0.622 -0.616 1.394
C 0.266 -2.211 1.540
Br 1.833 -3.464 1.855
C -1.091 -2.824 1.465
C -1.366 -4.457 1.656
Br -2.709 -1.686 1.109
N 1.681 -0.087 0.449
P 2.764 -0.933 -0.714
O 1.914 -1.664 -1.872
H 6.346 -1.247 0.965
H 5.532 -0.039 -0.369
H 7.106 0.430 0.564
H 2.419 3.502 -0.105
H 2.864 2.148 -1.385
H 1.405 3.964 2.235
H -0.125 4.008 1.135
H -0.520 0.460 3.979
H -2.475 -4.572 2.061
H -0.665 -4.882 2.518
H -1.275 -5.052 0.648
H 3.632 0.004 -1.437
H 3.612 -1.876 -0.028
C 3.944 1.526 10.081
C 2.591 1.295 10.751
C 1.520 1.894 9.841
S 2.175 1.816 8.181
O 2.380 3.167 7.702
O 1.433 0.829 7.422
C 3.757 1.128 8.625
H 4.738 0.944 10.558
H 4.214 2.587 10.149
H 2.419 0.217 10.863
H 2.553 1.738 11.751
H 0.587 1.328 9.891
H 1.332 2.944 10.082
H 4.534 1.523 7.968
H 3.691 0.041 8.519
C -4.638 -5.136 -3.147
C -3.250 -5.006 -3.771
C -2.261 -4.733 -2.639
S -2.959 -5.482 -1.174
O -3.290 -4.432 -0.233
O -2.163 -6.634 -0.803
C -4.465 -6.047 -1.941
H -5.367 -5.541 -3.855
H -4.992 -4.149 -2.824
H -2.986 -5.946 -4.272
H -3.217 -4.213 -4.524
H -1.284 -5.176 -2.843
H -2.153 -3.661 -2.452
H -5.292 -5.983 -1.232
H -4.314 -7.085 -2.251
C 3.166 6.124 -4.723
C 4.226 5.045 -4.505
C 4.064 4.524 -3.078
S 2.344 4.756 -2.653
O 2.260 5.733 -1.588
O 1.694 3.463 -2.573
C 1.869 5.544 -4.180
H 3.074 6.396 -5.778
H 3.438 7.027 -4.163
H 4.064 4.226 -5.217
H 5.237 5.430 -4.673
H 4.316 3.463 -3.005
H 4.668 5.100 -2.371
H 1.107 6.301 -3.988
H 1.474 4.771 -4.846
C -6.289 -0.815 -6.667
C -7.487 -1.005 -5.737
C -8.008 -2.426 -5.944
S -6.605 -3.402 -6.465
O -6.831 -3.843 -7.826
O -6.241 -4.318 -5.403
C -5.432 -2.060 -6.494
H -5.729 0.094 -6.428
H -6.635 -0.738 -7.704
H -7.164 -0.878 -4.696
H -8.270 -0.265 -5.930
H -8.417 -2.843 -5.021
H -8.761 -2.464 -6.736
H -4.717 -2.206 -7.306
H -4.912 -2.050 -5.531
```

The HOMO-LUMO gap comes out at 7.5 eV. As for the net charge: +1. For the total energy, the calculation gives -9635.860175 hartree.

These are the Löwdin partial charges, in e, on atoms 1 to 6: -0.03 -0.25 -0.02 0.02 -0.23 0.03

ORCA calculation (wB97M-V/def2-TZVPD) on a cluster of 18 separate species, C72H131N13O5 in total in a non-equilibrium geometry.

```
221
C72H131N13O5, DFT wB97M-V/def2-TZVPD
C 0.601 -3.328 -1.898
C 1.413 -3.558 -3.217
C 2.760 -4.105 -2.718
O 2.878 -3.734 -1.408
C 1.593 -3.794 -0.806
H -0.299 -3.938 -1.827
H 0.366 -2.264 -1.766
H 1.691 -2.616 -3.668
H 0.939 -4.175 -3.960
H 3.654 -3.869 -3.289
H 2.622 -5.217 -2.749
H 1.694 -3.170 0.061
H 1.309 -4.825 -0.479
C -0.613 6.889 1.635
C -1.434 7.873 2.427
C -2.833 7.233 2.300
O -2.574 5.792 2.175
C -1.194 5.547 2.052
H 0.450 7.051 1.818
H -0.835 6.981 0.536
H -1.322 8.894 2.041
H -1.190 7.800 3.490
H -3.328 7.518 1.360
H -3.421 7.508 3.114
H -1.004 4.742 1.385
H -0.782 5.283 2.992
C 2.993 5.750 0.885
C 2.611 4.358 1.492
C 2.441 3.580 0.195
O 3.376 4.152 -0.763
C 3.982 5.251 -0.121
H 3.343 6.463 1.652
H 2.085 6.122 0.369
H 1.682 4.242 2.051
H 3.440 4.064 2.136
H 1.464 3.766 -0.299
H 2.474 2.477 0.408
H 4.275 5.965 -0.935
H 4.920 4.992 0.378
C 1.229 1.205 4.349
C 2.679 1.728 4.358
C 2.445 3.190 4.737
O 1.147 3.580 4.390
C 0.406 2.400 4.002
H 1.014 0.844 5.315
H 1.114 0.435 3.547
H 3.223 1.779 3.425
H 3.293 1.108 5.030
H 3.176 3.826 4.188
H 2.600 3.326 5.843
H 0.283 2.331 2.915
H -0.520 2.474 4.560
C -3.998 -4.869 -1.953
C -3.179 -3.651 -2.435
C -2.702 -4.011 -3.842
O -3.027 -5.377 -4.017
C -4.230 -5.643 -3.280
H -4.895 -4.537 -1.503
H -3.456 -5.472 -1.278
H -2.356 -3.323 -1.767
H -3.777 -2.724 -2.461
H -1.664 -3.854 -3.988
H -3.239 -3.457 -4.597
H -4.384 -6.702 -3.155
H -5.003 -5.141 -3.811
C 4.357 -0.383 -1.935
C 4.218 1.106 -1.994
C 5.372 1.742 -1.223
C 5.268 1.506 0.237
N 5.271 1.264 1.365
H 3.661 -0.817 -2.664
H 3.998 -0.835 -0.945
H 5.331 -0.733 -2.228
H 3.285 1.468 -1.625
H 4.316 1.390 -3.037
H 5.411 2.807 -1.293
H 6.390 1.267 -1.475
C 3.787 -1.713 3.394
C 3.982 -2.156 1.971
C 4.179 -3.649 1.756
C 3.019 -4.368 2.379
N 2.131 -4.821 2.967
H 4.482 -2.168 4.050
H 2.837 -2.000 3.870
H 3.873 -0.630 3.258
H 4.788 -1.528 1.518
H 3.119 -1.804 1.348
H 5.047 -3.936 2.329
H 4.234 -3.902 0.688
C -5.328 -2.243 2.159
C -4.254 -2.487 1.106
C -3.886 -1.179 0.368
C -5.048 -0.890 -0.549
N -5.883 -0.681 -1.309
H -6.190 -1.882 1.650
H -5.035 -1.627 3.034
H -5.548 -3.236 2.549
H -4.574 -3.183 0.327
H -3.374 -2.949 1.414
H -2.969 -1.294 -0.200
H -3.636 -0.348 1.055
C -4.368 2.936 -0.950
C -3.416 3.437 -2.067
C -3.403 2.501 -3.299
C -3.029 1.089 -3.009
N -2.575 0.077 -2.737
H -4.486 3.713 -0.234
H -3.920 1.994 -0.525
H -5.362 2.685 -1.279
H -2.411 3.616 -1.713
H -3.730 4.417 -2.491
H -2.701 2.833 -4.060
H -4.374 2.458 -3.774
C -5.191 4.404 3.676
C -4.080 3.451 3.955
C -4.079 2.415 2.780
C -3.213 1.252 3.089
N -2.522 0.384 3.367
H -5.261 5.296 4.323
H -6.180 3.958 3.707
H -5.005 4.665 2.652
H -4.194 2.970 4.924
H -3.117 3.994 3.888
H -3.732 2.907 1.829
H -5.105 1.995 2.700
C 6.615 -5.249 -1.473
C 6.462 -3.754 -1.884
C 7.218 -3.387 -3.108
C 8.653 -3.672 -2.970
N 9.719 -3.969 -2.705
H 6.222 -5.920 -2.274
H 5.999 -5.517 -0.617
H 7.623 -5.545 -1.290
H 6.781 -3.043 -1.182
H 5.355 -3.597 -2.045
H 7.097 -2.326 -3.410
H 6.739 -3.927 -3.913
C -4.977 -1.639 -5.131
C -6.395 -1.609 -4.582
C -6.882 -0.210 -4.187
C -6.759 0.785 -5.217
N -6.590 1.628 -5.970
H -4.791 -2.581 -5.626
H -4.277 -1.574 -4.274
H -4.696 -0.799 -5.742
H -6.488 -2.251 -3.691
H -7.041 -1.944 -5.403
H -6.351 0.063 -3.271
H -7.933 -0.223 -3.863
C -2.508 -4.944 5.340
C -1.193 -5.627 4.988
C 0.014 -5.048 5.687
C 0.021 -5.409 7.107
N 0.032 -5.765 8.196
H -2.460 -3.919 5.035
H -2.802 -4.984 6.400
H -3.383 -5.338 4.766
H -1.035 -5.542 3.917
H -1.250 -6.717 5.199
H 0.003 -3.992 5.552
H 0.958 -5.463 5.259
C 0.063 -1.491 0.834
C 0.924 -0.396 0.204
C 0.205 0.603 -0.710
C -0.716 1.533 -0.054
N -1.522 2.204 0.474
H 0.633 -2.324 1.233
H -0.627 -1.989 0.112
H -0.571 -1.163 1.680
H 1.632 -0.861 -0.507
H 1.568 0.188 0.855
H -0.440 0.024 -1.450
H 0.882 1.242 -1.259
C -0.337 -8.355 -2.073
C 0.770 -7.676 -1.314
C 0.374 -7.348 0.111
C -0.882 -6.554 0.234
N -1.941 -6.097 0.315
H 0.056 -8.961 -2.918
H -1.081 -7.621 -2.449
H -0.876 -9.059 -1.514
H 1.082 -6.765 -1.806
H 1.616 -8.319 -1.205
H 1.214 -6.879 0.610
H 0.177 -8.244 0.672
C 0.880 4.865 7.776
C 0.635 5.962 6.662
C -0.590 5.594 5.802
C -1.825 5.489 6.553
N -2.773 5.558 7.170
H 1.808 5.167 8.241
H 0.976 3.845 7.384
H 0.013 4.899 8.506
H 1.577 6.030 6.064
H 0.466 6.951 7.150
H -0.379 4.683 5.231
H -0.831 6.400 5.114
C 3.355 4.292 -5.333
C 3.255 4.676 -3.864
C 1.814 4.950 -3.443
C 1.096 3.676 -3.319
N 0.440 2.756 -3.138
H 2.666 3.512 -5.555
H 4.346 3.932 -5.642
H 3.197 5.151 -5.983
H 3.859 5.543 -3.658
H 3.660 3.937 -3.192
H 1.261 5.641 -4.146
H 1.742 5.414 -2.479
C -0.150 0.358 -7.276
C -0.400 0.814 -5.834
C 0.110 -0.246 -4.782
C 1.567 -0.275 -4.785
N 2.716 -0.383 -4.713
H -0.496 -0.634 -7.498
H 0.877 0.316 -7.573
H -0.671 1.054 -7.933
H -1.428 1.080 -5.657
H 0.142 1.723 -5.555
H -0.292 -1.257 -4.924
H -0.114 0.120 -3.748
```

The HOMO-LUMO gap comes out at 9.7 eV. For the total energy, the calculation gives -3909.821299 hartree.

These are the Löwdin partial charges, in e, on atoms 1 to 6: -0.11 -0.12 -0.24 -0.16 -0.18 0.09

ORCA calculation (wB97M-V/def2-TZVPD) on a structure of composition C10H10AlN2O4 in a non-equilibrium geometry.

```
27
C10H10AlN2O4, DFT wB97M-V/def2-TZVPD
Al 0.115 0.339 0.253
C 1.750 -0.118 1.258
O 2.659 -0.484 1.860
C 1.482 -0.505 -1.405
O 2.146 -0.986 -2.231
C 0.484 2.189 -0.784
O 0.746 3.162 -1.342
C -0.409 -1.753 0.654
O -0.466 -2.878 0.896
C -2.145 0.261 -1.086
H -2.751 -0.435 -0.479
H -2.443 1.323 -0.986
C -1.244 -0.152 -1.950
H -0.728 0.528 -2.653
H -1.022 -1.224 -2.120
C 0.840 2.824 2.312
C -0.472 2.147 2.428
N -0.934 1.127 1.707
C -2.207 0.777 2.182
C -2.497 1.633 3.208
N -1.400 2.469 3.337
H 0.880 3.572 3.116
H 1.666 2.123 2.457
H 0.947 3.334 1.349
H -2.765 -0.033 1.743
H -3.369 1.709 3.838
H -1.283 3.220 4.009
```

The HOMO-LUMO gap comes out at 6.8 eV. As for the net charge: +3. For the total energy, the calculation gives -1038.828456 hartree.

These are the natural (NBO) partial charges, in e, on atoms 1 to 6: 1.16 0.49 -0.18 0.53 -0.24 0.54

ORCA calculation (wB97M-V/def2-TZVPD) on the ion C6H10N with charge +1 in a non-equilibrium geometry.

```
17
C6H10N, DFT wB97M-V/def2-TZVPD
C -2.992 -0.363 -0.113
C -1.918 0.132 -0.104
C -0.225 0.677 0.155
C 0.071 2.016 -0.417
C 0.464 0.145 1.374
N 0.800 -0.382 0.082
C 0.590 -1.839 -0.221
H -4.071 -0.697 -0.207
H 1.155 2.020 -0.756
H 0.088 2.763 0.320
H -0.532 2.311 -1.219
H 1.199 0.678 2.029
H 0.030 -0.763 1.986
H 1.748 -0.145 -0.152
H -0.403 -2.082 -0.383
H 1.211 -2.151 -1.119
H 1.036 -2.490 0.697
```

The HOMO-LUMO gap comes out at 11.5 eV. As for the net charge: +1. For the total energy, the calculation gives -288.939505 hartree.

These are the natural (NBO) partial charges, in e, on atoms 1 to 6: -0.20 -0.07 0.20 -0.65 -0.25 -0.38

ORCA calculation (wB97M-V/def2-TZVPD) on the ion C2H3O2Se with charge -1 in a non-equilibrium geometry.

```
8
C2H3O2Se, DFT wB97M-V/def2-TZVPD
C -1.341 0.814 0.930
C 1.304 -1.056 -0.710
O -1.040 0.260 1.931
O -2.101 1.474 0.318
Se 0.652 0.657 -0.345
H 2.115 -1.270 -0.015
H 0.478 -1.755 -0.459
H -0.066 0.877 -1.650
```

The HOMO-LUMO gap comes out at 6.1 eV. As for the net charge: -1. For the total energy, the calculation gives -2629.895008 hartree.

These are the natural (NBO) partial charges, in e, on atoms 1 to 6: 0.89 -1.12 -0.65 -0.65 0.19 0.16

ORCA calculation (wB97M-V/def2-TZVPD) on an isolated molecule of C5H7NS in a non-equilibrium geometry.

```
14
C5H7NS, DFT wB97M-V/def2-TZVPD
C -1.702 1.490 -0.521
C -0.957 0.504 0.181
S -1.582 -0.124 1.684
C -0.206 -1.322 1.755
C 0.621 -1.116 0.762
N 0.256 -0.157 -0.154
C 1.362 0.231 -1.095
H -2.700 1.543 -0.062
H -1.455 2.067 -1.426
H -0.133 -2.160 2.405
H 1.404 -1.838 0.535
H 2.157 -0.508 -0.854
H 1.170 0.115 -2.251
H 1.766 1.274 -0.958
```

The HOMO-LUMO gap comes out at 7.9 eV. For the total energy, the calculation gives -647.587537 hartree.

These are the natural (NBO) partial charges, in e, on atoms 1 to 6: -0.59 0.03 0.31 -0.40 -0.03 -0.43

ORCA calculation (wB97M-V/def2-TZVPD) on an isolated molecule of C4H4OS2 in a non-equilibrium geometry.

```
11
C4H4OS2, DFT wB97M-V/def2-TZVPD
S -0.340 -1.582 -1.747
C -0.013 -0.570 -0.516
O 1.084 -0.760 0.261
C 1.574 0.142 1.146
C 0.859 1.130 1.639
C -0.607 1.293 1.459
S -1.004 0.916 -0.247
H 2.602 0.001 1.370
H 1.412 1.813 2.268
H -0.920 2.314 1.675
H -1.154 0.635 2.114
```

The HOMO-LUMO gap comes out at 8.8 eV. For the total energy, the calculation gives -1026.389055 hartree.

These are the natural (NBO) partial charges, in e, on atoms 1 to 6: 0.00 0.01 -0.49 0.14 -0.28 -0.58

ORCA calculation (wB97M-V/def2-TZVPD) on an isolated molecule of C16H24N2O4.

```
46
C16H24N2O4, DFT wB97M-V/def2-TZVPD
C -5.071 -1.784 0.579
C -3.890 -1.095 -0.102
C -4.008 -1.236 -1.618
C -3.845 0.376 0.327
C -2.585 1.115 -0.105
N -1.419 0.527 0.530
C -0.170 0.696 0.103
O 0.130 1.475 -0.801
C 0.864 -0.157 0.822
O 0.252 -0.837 1.890
C 1.511 -1.182 -0.142
N 2.208 -2.137 0.710
C 2.395 -0.518 -1.220
C 3.576 0.193 -0.623
C 3.495 1.543 -0.300
C 4.564 2.189 0.293
C 5.729 1.495 0.574
C 5.825 0.155 0.245
C 4.755 -0.492 -0.350
C -2.688 2.627 0.220
O -3.633 3.106 0.778
O -1.659 3.345 -0.197
H -5.115 -2.834 0.300
H -6.005 -1.311 0.284
H -4.983 -1.721 1.661
H -2.968 -1.591 0.223
H -3.130 -0.841 -2.124
H -4.107 -2.284 -1.891
H -4.884 -0.704 -1.981
H -4.705 0.905 -0.087
H -3.920 0.445 1.415
H -2.443 1.047 -1.194
H -1.554 -0.079 1.329
H 1.652 0.514 1.200
H 0.790 -1.636 2.030
H 0.701 -1.730 -0.641
H 2.491 -2.952 0.179
H 3.046 -1.707 1.092
H 2.736 -1.300 -1.903
H 1.782 0.190 -1.777
H 2.588 2.084 -0.527
H 4.488 3.239 0.537
H 6.563 2.000 1.038
H 6.735 -0.390 0.450
H 4.849 -1.535 -0.622
H -0.943 2.786 -0.602
```

The HOMO-LUMO gap comes out at 9.9 eV. For the total energy, the calculation gives -1034.623685 hartree.

These are the natural (NBO) partial charges, in e, on atoms 1 to 6: -0.60 -0.22 -0.61 -0.40 -0.16 -0.59